Entry from the OMol25 dataset: a 9-piece molecular cluster, C48H111N9 overall at a distorted geometry (ωB97M-V with the def2-TZVPD basis set).

CARTESIAN COORDINATES (ANGSTROEM)
C 0.753 -3.832 -8.084
C 0.038 -3.249 -6.849
N 0.452 -1.849 -6.570
C -0.053 -1.407 -5.269
C 0.390 -0.004 -4.933
C 0.131 -0.955 -7.672
C -1.335 -0.872 -8.142
H 1.825 -3.641 -8.024
H 0.247 -3.497 -8.990
H 0.521 -4.886 -7.937
H -1.045 -3.374 -6.845
H 0.471 -3.781 -6.002
H -1.138 -1.498 -5.211
H 0.389 -2.015 -4.480
H -0.207 0.789 -5.383
H 0.424 0.128 -3.851
H 1.428 0.100 -5.247
H 0.763 -1.310 -8.485
H 0.510 0.050 -7.485
H -1.702 -1.831 -8.506
H -1.434 -0.166 -8.966
H -1.920 -0.532 -7.287
C -2.674 -0.759 -2.681
C -2.732 0.494 -3.506
N -3.991 1.187 -3.684
C -3.875 2.371 -4.477
C -3.603 1.982 -5.982
C -4.502 1.564 -2.325
C -3.635 2.508 -1.448
H -2.535 -0.691 -1.602
H -1.997 -1.484 -3.133
H -3.593 -1.330 -2.806
H -1.873 1.119 -3.262
H -2.533 0.208 -4.538
H -4.865 2.828 -4.499
H -3.161 3.118 -4.130
H -2.583 1.628 -6.134
H -4.356 1.296 -6.371
H -3.754 2.872 -6.593
H -4.707 0.677 -1.725
H -5.494 2.005 -2.425
H -4.095 2.557 -0.462
H -3.526 3.539 -1.786
H -2.625 2.101 -1.397
C 0.305 6.634 1.361
C -0.201 6.168 0.005
N -0.776 4.853 0.031
C -1.907 4.600 0.947
C -3.075 5.553 0.747
C 0.152 3.692 0.113
C 1.366 3.686 -0.781
H 1.067 5.953 1.739
H -0.479 6.715 2.113
H 0.796 7.605 1.295
H -0.951 6.921 -0.236
H 0.532 6.281 -0.794
H -2.221 3.564 0.822
H -1.487 4.673 1.950
H -3.429 5.534 -0.283
H -3.876 5.150 1.367
H -2.787 6.539 1.112
H -0.267 2.693 -0.011
H 0.557 3.653 1.124
H 1.182 3.595 -1.851
H 2.008 2.854 -0.494
H 1.973 4.590 -0.726
C -4.372 -1.456 5.267
C -4.478 -0.083 4.632
N -4.282 -0.071 3.189
C -3.994 1.224 2.609
C -5.121 2.182 2.578
C -5.400 -0.735 2.493
C -5.114 -1.080 1.031
H -3.413 -1.864 4.947
H -5.148 -2.199 5.086
H -4.246 -1.311 6.340
H -5.497 0.257 4.818
H -3.697 0.547 5.057
H -3.643 1.151 1.579
H -3.157 1.670 3.146
H -5.807 2.010 1.749
H -4.689 3.183 2.578
H -5.747 2.144 3.469
H -5.558 -1.717 2.937
H -6.362 -0.227 2.570
H -4.234 -1.704 0.878
H -5.962 -1.663 0.670
H -4.890 -0.249 0.362
C 3.443 -3.221 -5.197
C 3.039 -3.961 -3.939
N 3.747 -3.400 -2.740
C 3.663 -4.320 -1.621
C 4.324 -5.695 -1.744
C 3.213 -2.057 -2.395
C 4.172 -1.283 -1.618
H 4.517 -3.157 -5.373
H 3.033 -2.215 -5.293
H 3.137 -3.811 -6.060
H 1.950 -3.943 -3.886
H 3.275 -5.020 -4.046
H 3.987 -3.815 -0.711
H 2.591 -4.388 -1.433
H 4.081 -6.252 -0.839
H 3.921 -6.281 -2.570
H 5.413 -5.738 -1.783
H 2.210 -2.070 -1.969
H 2.973 -1.535 -3.322
H 3.795 -0.277 -1.434
H 5.123 -1.163 -2.136
H 4.335 -1.757 -0.650
C 5.963 0.990 6.167
C 6.429 -0.135 5.240
N 5.528 -0.602 4.216
C 5.086 0.458 3.318
C 4.772 -0.161 1.957
C 4.356 -1.316 4.782
C 4.771 -2.571 5.622
H 6.721 1.331 6.873
H 5.060 0.686 6.696
H 5.776 1.867 5.548
H 7.308 0.237 4.715
H 6.815 -0.933 5.874
H 4.277 1.023 3.782
H 5.901 1.176 3.231
H 4.333 0.556 1.263
H 5.676 -0.349 1.377
H 4.157 -1.059 1.912
H 3.663 -1.691 4.028
H 3.782 -0.629 5.403
H 5.388 -2.399 6.504
H 5.441 -3.130 4.969
H 3.959 -3.261 5.852
C -0.773 -4.599 1.540
C -2.089 -3.995 2.042
C -2.822 -4.843 3.077
C -2.081 -5.116 4.279
N -1.458 -5.357 5.222
H 0.036 -4.605 2.271
H -0.344 -4.005 0.733
H -0.882 -5.537 0.995
H -2.714 -3.704 1.198
H -1.852 -3.047 2.525
H -3.027 -5.790 2.576
H -3.694 -4.349 3.507
C 0.728 -0.539 2.434
C -0.517 0.264 2.000
C -0.984 -0.051 0.565
C 0.103 -0.040 -0.400
N 0.999 -0.002 -1.176
H 0.896 -0.544 3.511
H 1.577 -0.107 1.904
H 0.664 -1.598 2.185
H -0.459 1.346 2.117
H -1.360 0.022 2.648
H -1.839 0.507 0.182
H -1.246 -1.108 0.524
C 2.057 3.529 6.588
C 2.423 2.683 5.341
C 1.804 3.203 4.008
C 0.337 3.551 4.072
N -0.805 3.803 4.087
H 2.581 3.043 7.411
H 1.008 3.415 6.860
H 2.340 4.579 6.516
H 2.034 1.703 5.616
H 3.497 2.533 5.232
H 1.935 2.340 3.355
H 2.355 4.012 3.528

Cartesian forces, eV/Å:
C -1.613 -0.126 1.032
C 1.942 1.184 0.488
N -0.741 -0.292 0.108
C 0.344 0.106 -0.310
C 0.406 0.294 0.230
C 0.326 -0.163 -0.835
C 0.586 -0.046 0.432
H -0.185 0.036 -0.280
H 0.514 0.007 -0.219
H 0.468 -0.307 -0.619
H -0.202 -0.142 -0.205
H -0.394 -0.285 0.239
H -0.371 -0.090 0.131
H -0.094 -0.551 -0.151
H 0.009 -0.007 -0.016
H -0.302 0.122 0.051
H 0.065 0.155 -0.192
H -0.112 0.053 -0.322
H -0.079 -0.004 0.329
H -0.086 -0.047 0.175
H 0.014 0.131 0.114
H -0.424 -0.025 -0.187
C -1.182 -1.266 -0.155
C 0.823 -0.161 -1.877
N -0.530 0.122 3.561
C -0.546 -0.571 -2.512
C -0.152 1.044 0.799
C -0.310 0.528 -0.092
C -0.118 -0.456 -0.526
H 0.273 0.322 -0.124
H 0.700 0.369 0.339
H -0.543 0.210 0.080
H 0.031 0.596 0.315
H 0.494 -0.390 -0.016
H -0.023 0.225 0.254
H 0.330 0.011 0.124
H -0.141 -0.132 -0.142
H 0.206 -0.403 0.376
H 0.322 0.209 -0.004
H 0.309 -0.337 -0.247
H -0.064 0.181 -0.319
H 0.160 -0.090 0.161
H -0.176 -0.070 -0.291
H 0.113 0.034 0.362
C 1.034 0.030 0.258
C -0.462 0.702 0.745
N -0.629 -2.502 -1.482
C 1.127 0.708 -0.421
C 0.275 -0.787 0.519
C 0.664 1.079 0.387
C 0.645 0.544 -0.707
H 0.043 -0.147 0.193
H -0.092 -0.095 -0.101
H -0.077 0.144 -0.092
H -0.472 -0.293 -0.441
H 0.195 -0.331 0.182
H -0.008 -0.036 -0.201
H -0.516 -0.003 0.458
H 0.175 0.322 -0.019
H -0.217 0.344 0.103
H -0.359 0.140 -0.292
H -1.076 0.356 -0.205
H 0.135 -0.043 0.630
H -0.471 -0.245 -0.012
H -0.016 -0.071 -0.022
H 0.033 0.118 0.402
C 1.256 -0.091 0.189
C -0.640 -0.218 -0.687
N -0.260 -1.230 -1.038
C 0.785 -0.176 0.285
C -1.065 1.052 0.473
C 1.103 -0.768 -0.291
C 0.248 0.022 -0.235
H 0.059 -0.363 -0.113
H -0.155 0.353 -0.117
H -0.336 -0.125 0.121
H -0.076 0.753 0.585
H -0.331 0.235 0.194
H 0.216 -0.539 -0.097
H 0.089 -0.073 0.240
H 0.137 0.248 -0.217
H -0.334 0.197 -0.442
H 0.084 -0.088 0.228
H 0.021 0.089 0.422
H -0.126 0.462 0.105
H 0.121 -0.271 0.560
H -0.056 0.223 -0.317
H -0.568 0.341 0.078
C 0.328 -0.306 -0.865
C 1.134 0.620 0.458
N -0.455 -0.106 -1.262
C -0.433 0.451 0.322
C -0.390 -0.092 0.292
C -0.731 -1.223 -1.831
C 0.824 1.121 1.123
H 0.201 0.057 0.632
H -0.142 -0.157 0.006
H -0.530 0.130 -0.132
H -0.460 0.238 0.521
H 0.298 0.106 0.075
H 0.546 0.012 -0.086
H -0.570 -0.912 0.278
H -0.185 -0.053 0.089
H 0.085 0.064 -0.038
H 0.006 0.563 -0.286
H -0.145 -0.496 0.750
H 0.441 -0.007 -0.291
H -0.129 0.015 0.125
H 0.043 -0.242 0.009
H 0.275 0.145 0.101
C -0.355 0.196 -0.537
C 1.254 0.513 0.501
N -1.049 -0.901 0.503
C 0.417 -0.874 -0.130
C 0.137 0.963 -1.112
C 0.629 -0.707 1.130
C 0.624 0.195 -1.102
H 0.084 -0.441 0.093
H -0.023 0.274 0.165
H -0.410 0.157 0.085
H 0.186 0.020 -0.102
H -0.254 -0.366 -0.292
H -0.577 0.046 -0.227
H 0.122 -0.005 -0.253
H -0.657 0.299 0.246
H 0.395 -0.501 0.539
H 0.022 0.081 0.475
H 0.298 0.271 -0.390
H -0.305 0.201 0.211
H -0.438 0.371 0.174
H 0.051 -0.196 -0.155
H -0.214 0.399 0.116
C 0.171 0.414 -0.850
C 1.017 0.836 0.343
C -0.259 -0.030 -0.542
C 1.726 -0.617 1.075
N -0.577 0.285 -0.637
H -0.319 -0.507 0.294
H -0.196 0.616 -0.030
H -0.149 -0.475 0.662
H -0.321 -0.444 0.081
H 0.087 0.232 0.031
H -0.599 -0.140 0.367
H -0.573 -0.045 -0.809
C -0.274 0.601 -0.396
C -0.835 -0.259 0.316
C 0.504 -1.088 0.221
C 3.498 0.960 -3.130
N -3.195 -0.155 2.746
H -0.015 0.467 0.011
H 0.342 -0.250 0.206
H -0.195 -0.021 -0.356
H 0.663 0.084 -0.001
H -0.147 -0.263 0.012
H 0.115 0.246 0.238
H -0.562 -0.218 0.265
C 0.664 -0.735 -0.180
C -1.117 1.006 0.798
C -0.413 -0.937 0.370
C -1.068 0.136 0.004
N 2.545 -0.613 0.118
H 0.222 0.383 0.235
H -0.125 0.272 -0.385
H -0.056 -0.051 0.045
H -0.150 -0.250 -0.623
H -0.020 0.380 -0.111
H -0.416 0.104 -0.531
H -0.067 0.210 0.349

Calculated values
Frontier orbital gap (eV): 8.37
Calculated total energy (hartree): -2388.086730
HOMO (eV): -7.91

Atomic partial charges in e from the Löwdin method, atoms 1 to 99: number 1, C, carries -0.082; number 2, C, carries -0.251; number 3, N, carries -0.184; number 4, C, carries -0.271; number 5, C, carries -0.095; number 6, C, carries -0.259; number 7, C, carries -0.066; number 8, H, carries 0.070; number 9, H, carries 0.065; number 10, H, carries 0.071; number 11, H, carries 0.110; number 12, H, carries 0.094; number 13, H, carries 0.092; number 14, H, carries 0.101; number 15, H, carries 0.063; number 16, H, carries 0.046; number 17, H, carries 0.081; number 18, H, carries 0.100; number 19, H, carries 0.104; number 20, H, carries 0.063; number 21, H, carries 0.074; number 22, H, carries 0.053; number 23, C, carries -0.069; number 24, C, carries -0.287; number 25, N, carries -0.170; number 26, C, carries -0.257; number 27, C, carries -0.072; number 28, C, carries -0.217; number 29, C, carries -0.074; number 30, H, carries 0.046; number 31, H, carries 0.063; number 32, H, carries 0.084; number 33, H, carries 0.110; number 34, H, carries 0.084; number 35, H, carries 0.114; number 36, H, carries 0.113; number 37, H, carries 0.042; number 38, H, carries 0.076; number 39, H, carries 0.064; number 40, H, carries 0.082; number 41, H, carries 0.108; number 42, H, carries 0.058; number 43, H, carries 0.066; number 44, H, carries 0.053; number 45, C, carries -0.084; number 46, C, carries -0.262; number 47, N, carries -0.166; number 48, C, carries -0.264; number 49, C, carries -0.071; number 50, C, carries -0.248; number 51, C, carries -0.095; number 52, H, carries 0.058; number 53, H, carries 0.068; number 54, H, carries 0.072; number 55, H, carries 0.104; number 56, H, carries 0.109; number 57, H, carries 0.088; number 58, H, carries 0.064; number 59, H, carries 0.071; number 60, H, carries 0.059; number 61, H, carries 0.069; number 62, H, carries 0.084; number 63, H, carries 0.085; number 64, H, carries 0.076; number 65, H, carries 0.063; number 66, H, carries 0.062; number 67, C, carries -0.092; number 68, C, carries -0.258; number 69, N, carries -0.178; number 70, C, carries -0.294; number 71, C, carries -0.087; number 72, C, carries -0.241; number 73, C, carries -0.074; number 74, H, carries 0.066; number 75, H, carries 0.067; number 76, H, carries 0.074; number 77, H, carries 0.108; number 78, H, carries 0.124; number 79, H, carries 0.083; number 80, H, carries 0.106; number 81, H, carries 0.077; number 82, H, carries 0.069; number 83, H, carries 0.076; number 84, H, carries 0.100; number 85, H, carries 0.113; number 86, H, carries 0.056; number 87, H, carries 0.080; number 88, H, carries 0.044; number 89, C, carries -0.093; number 90, C, carries -0.237; number 91, N, carries -0.162; number 92, C, carries -0.270; number 93, C, carries -0.078; number 94, C, carries -0.297; number 95, C, carries -0.106; number 96, H, carries 0.077; number 97, H, carries 0.054; number 98, H, carries 0.056; number 99, H, carries 0.100